{"formula": "C14H18CeCl2N2", "method": "the ωB97M-V functional and the def2-TZVPD basis", "e_tot_ev": -55763.5648, "homo_lumo_gap_ha": [0.2544, 0.2545], "fmax_ev_per_a": 3.0, "lumo_ha": [-0.0034, -0.0035], "species": ["Ce", "Cl", "Cl", "C", "H", "H", "C", "C", "H", "C", "H", "C", "H", "H", "C", "H", "H", "C", "H", "H", "H", "H", "N", "C", "N", "C", "C", "C", "C", "C", "C", "H", "H", "H", "H", "H", "H"], "positions_angstrom": [[-0.98962, -0.16831, -0.41713], [0.19136, -1.93302, -1.82530], [-3.26289, 0.59829, -1.18666], [0.23725, 1.57423, -0.97337], [1.19617, 2.02959, -0.68506], [-0.37014, 2.13818, -1.72002], [2.08791, -0.49890, 1.00968], [2.58750, 0.73169, 0.73229], [1.16202, -0.62060, 1.59784], [3.61373, 0.95729, -0.33421], [2.18346, 1.62660, 1.21724], [3.68964, -0.25151, -1.28418], [3.40019, 1.88477, -0.87781], [4.59962, 1.08278, 0.13936], [3.88310, -1.53037, -0.47466], [2.76217, -0.31955, -1.86568], [4.51949, -0.13380, -1.98818], [2.77791, -1.76127, 0.58847], [3.96784, -2.40127, -1.13591], [4.83524, -1.45191, 0.06029], [2.05217, -2.49784, 0.21608], [3.26463, -2.22878, 1.45960], [-1.24014, 2.17676, 3.45618], [-0.55052, 1.83114, 2.34455], [-0.92802, 0.61017, 1.92229], [-1.88339, 0.12886, 2.83826], [-2.73903, -0.97040, 2.69787], [-3.86809, -1.00967, 3.52938], [-4.12694, 0.01634, 4.45416], [-3.23734, 1.09807, 4.60355], [-2.11172, 1.12111, 3.79143], [-1.13625, 3.04534, 3.97243], [0.11941, 2.49125, 1.80915], [-2.48984, -1.72629, 1.94656], [-4.55799, -1.84830, 3.45615], [-5.03063, -0.03737, 5.06351], [-3.40109, 1.90595, 5.31660]], "mulliken_charge": [1.03, -0.46, -0.47, -0.71, 0.14, 0.23, -0.35, -0.59, 0.91, -0.74, 0.46, -0.49, 0.33, 0.36, -0.77, 0.15, 0.38, -0.71, 0.32, 0.33, 0.19, 0.32, -0.03, -0.38, -0.14, 1.00, -0.79, -0.68, -0.54, -0.72, 0.32, 0.23, 0.41, 0.37, 0.37, 0.37, 0.37]}

{"formula": "C4H5NO", "method": "the ωB97M-V functional and the def2-TZVPD basis", "e_tot_ev": -7763.6514, "homo_lumo_gap_ha": 0.3044, "fmax_ev_per_a": 0.8, "e_above_lowest_ev": 2.875, "lumo_ha": 0.0181, "species": ["O", "C", "N", "C", "C", "C", "H", "H", "H", "H", "H"], "positions_angstrom": [[-0.27496, 0.98881, 1.85101], [-0.12089, 0.18430, 0.80059], [-1.05533, 0.05510, -0.13540], [-0.28866, -0.40097, -1.34632], [1.11717, -0.74950, -0.91609], [1.07753, -0.46072, 0.44142], [-1.88885, 0.62777, -0.14260], [-0.31118, 0.44164, -2.05319], [-0.73793, -1.28017, -1.81445], [0.63140, 1.19913, 2.12127], [1.85169, -0.60538, 1.19376]], "mulliken_charge": [-0.48, 0.44, -0.19, -0.20, -0.68, -0.39, 0.26, 0.27, 0.28, 0.34, 0.35]}

{"formula": "C3H7BrN3", "method": "the ωB97M-V functional and the def2-TZVPD basis", "e_tot_ev": -77725.8708, "homo_lumo_gap_ha": [0.2758, 0.2897], "fmax_ev_per_a": 3.6, "total_charge": 1, "e_above_lowest_ev": 4.213, "lumo_ha": [-0.1831, -0.1660], "species": ["C", "C", "C", "N", "N", "N", "Br", "H", "H", "H", "H", "H", "H", "H"], "positions_angstrom": [[0.51778, -1.01937, 0.59146], [1.13842, 0.20140, 0.93918], [-0.32305, -1.59586, -0.29063], [1.51534, 1.83196, -0.91358], [-0.85426, -2.21873, -1.22424], [1.32086, 1.45051, 0.32742], [-2.84506, 0.58085, 0.34638], [0.58004, -1.67379, 1.42001], [1.33937, 0.31866, 2.01349], [1.53072, 2.85681, -0.95853], [-0.32841, -2.52444, -2.02361], [-1.85582, -2.25167, -1.39320], [-3.14310, 1.87204, 0.20130], [1.40717, 2.17162, 0.96454]], "mulliken_charge": [-0.15, -0.30, 0.33, -0.62, -0.21, 0.29, -0.21, 0.30, 0.24, 0.26, 0.29, 0.30, 0.22, 0.25]}

> What is the formula in the first record?

C14H18CeCl2N2